{
  "formula": "C31H29CrN6O2S",
  "method": "the ωB97M-V functional and the def2-TZVPD basis",
  "elements": ["Cr", "O", "C", "C", "C", "C", "C", "C", "C", "N", "N", "C", "O", "C", "C", "C", "C", "C", "C", "H", "H", "H", "H", "H", "H", "H", "H", "H", "H", "N", "C", "S", "N", "N", "C", "C", "C", "C", "C", "C", "N", "H", "H", "H", "H", "H", "H", "H", "C", "C", "C", "C", "C", "C", "C", "C", "C", "C", "H", "H", "H", "H", "H", "H", "H", "H", "H", "H", "H", "H"],
  "xyz": [[0.5555, -0.4114, 0.5456], [2.1040, -0.6475, -0.5499], [3.2515, -1.2469, -0.3535], [4.1011, -1.4548, -1.4584], [5.3250, -2.0824, -1.3324], [5.7599, -2.5263, -0.0855], [4.9422, -2.3225, 1.0128], [3.6963, -1.6952, 0.9183], [2.9473, -1.4910, 2.1488], [1.7885, -0.9343, 2.1782], [1.2101, -0.6093, 3.3726], [-0.2228, -0.3566, 3.1021], [-0.3342, 0.4110, 1.9513], [-0.8824, 0.4953, 4.1857], [-2.2523, 0.7214, 4.0559], [-2.9215, 1.5745, 4.9191], [-2.2214, 2.2305, 5.9249], [-0.8545, 2.0282, 6.0431], [-0.1845, 1.1672, 5.1798], [3.7396, -1.1147, -2.4221], [5.9435, -2.2318, -2.2115], [6.7175, -3.0213, 0.0254], [5.2645, -2.6542, 1.9950], [3.4023, -1.7846, 3.0906], [-2.7837, 0.2264, 3.2507], [-3.9874, 1.7356, 4.8020], [-2.7381, 2.8997, 6.6043], [-0.2967, 2.5431, 6.8175], [0.8770, 0.9935, 5.2831], [-1.4609, -2.3242, 4.0464], [-0.9527, -1.7156, 2.9008], [1.7366, -1.4017, 4.8447], [-1.1031, -2.3633, 1.8071], [-0.5936, -1.8500, 0.6261], [-1.1714, -2.4561, -0.4780], [-1.0868, -2.0239, -1.7599], [-1.4733, -2.8357, -2.8974], [-0.9863, -2.5807, -4.1297], [-0.1068, -1.4609, -4.3286], [0.0385, -0.5809, -3.2991], [-0.5518, -0.7456, -2.0966], [-1.6375, -1.7206, 4.8304], [-2.1838, -2.9984, 3.8498], [-1.6704, -3.4017, -0.2894], [-2.1074, -3.6956, -2.7098], [-1.2503, -3.2217, -4.9643], [0.3777, -1.2693, -5.2749], [0.6079, 0.3277, -3.4260], [-1.2226, 2.5764, -0.4138], [-0.5189, 1.7391, -1.5027], [0.9447, 2.2017, -1.5287], [-0.6470, 0.2727, -1.0367], [-1.2514, 2.0349, -2.8158], [-0.7601, 2.8972, -3.7928], [-1.4752, 3.1598, -4.9572], [-2.7037, 2.5594, -5.1745], [-3.2064, 1.6906, -4.2120], [-2.4916, 1.4353, -3.0552], [-0.8212, 2.3211, 0.5688], [-2.2943, 2.3677, -0.4014], [-1.0816, 3.6455, -0.6014], [1.3806, 2.0395, -0.5418], [1.0287, 3.2703, -1.7500], [1.5624, 1.6431, -2.2331], [-1.6703, 0.1482, -0.6500], [0.2066, 3.3652, -3.6609], [-1.0591, 3.8313, -5.7005], [-3.2579, 2.7524, -6.0857], [-4.1558, 1.1932, -4.3736], [-2.8766, 0.7323, -2.3264]],
  "atomic_forces_ev_per_a": [[0.252, 0.008, -0.125], [0.018, 0.167, 0.052], [0.079, -0.114, 0.016], [-0.045, 0.006, -0.010], [0.003, 0.003, 0.003], [0.010, -0.003, -0.003], [-0.021, 0.003, 0.001], [0.012, 0.006, -0.069], [-0.038, 0.005, 0.006], [-0.032, 0.011, 0.075], [0.025, -0.095, 0.018], [0.030, 0.065, -0.147], [-0.041, 0.048, 0.118], [-0.060, -0.050, 0.024], [0.014, -0.034, 0.030], [0.000, 0.003, 0.007], [-0.016, 0.008, -0.002], [0.024, -0.007, -0.008], [0.003, 0.038, -0.019], [0.001, -0.003, 0.001], [-0.001, -0.001, 0.001], [-0.003, 0.001, 0.002], [-0.001, 0.001, 0.001], [-0.001, 0.016, 0.015], [-0.008, 0.005, 0.010], [0.001, -0.001, -0.003], [0.001, 0.000, 0.000], [-0.001, 0.000, 0.001], [0.007, -0.006, -0.002], [-0.054, 0.047, -0.014], [0.030, -0.016, -0.053], [-0.016, 0.050, 0.004], [-0.008, -0.071, 0.041], [-0.164, -0.090, -0.017], [-0.005, 0.000, 0.026], [0.007, 0.025, 0.009], [0.012, 0.007, -0.041], [-0.053, -0.062, 0.029], [0.039, 0.066, 0.011], [-0.003, -0.009, -0.043], [0.007, -0.038, 0.043], [0.047, -0.007, 0.026], [0.007, -0.005, -0.002], [-0.008, 0.004, 0.004], [-0.001, -0.001, -0.001], [-0.001, 0.001, 0.001], [0.004, 0.004, 0.004], [-0.006, -0.010, -0.004], [0.010, -0.016, -0.002], [-0.004, 0.013, -0.010], [0.002, -0.005, -0.003], [-0.058, 0.024, 0.021], [-0.004, -0.018, -0.012], [0.007, 0.005, -0.004], [0.002, 0.003, 0.003], [-0.001, -0.002, 0.003], [-0.012, -0.003, -0.007], [0.029, 0.003, 0.007], [-0.006, 0.005, 0.001], [0.003, 0.000, 0.003], [0.001, 0.000, -0.001], [0.002, -0.004, -0.003], [0.002, 0.000, 0.004], [-0.004, 0.018, 0.003], [-0.006, 0.007, -0.019], [-0.002, -0.003, 0.005], [0.000, 0.000, 0.001], [-0.001, -0.002, 0.000], [0.000, 0.000, 0.001], [-0.007, 0.000, -0.006]],
  "energy_ha": -3120.33631,
  "homo_energy_ev": [-0.090, -0.090],
  "homo_lumo_gap_ev": [4.65, 4.65],
  "e_lumo_ev": [4.6, 4.6],
  "total_charge": -2,
  "spin_multiplicity": 2,
  "max_force_ev_per_a": 0.28
}